Entry 1:
C4H3N | the ωB97M-V functional and the def2-TZVPD basis

Last column: Mulliken charge in e.
Cartesian coordinates (Å):
C1 1.608 0.286 0.480  -0.542
C2 0.587 -0.055 -0.227  0.277
C3 -0.635 -0.543 -0.376  -0.701
C4 -1.731 0.354 -0.490  0.422
N1 -2.603 1.105 -0.625  -0.395
H1 2.642 0.659 0.391  0.300
H2 0.919 -0.192 1.250  0.292
H3 -0.787 -1.615 -0.404  0.348

Atoms 1-2, force components in eV/Å:
-0.90 -0.72 0.28
-0.34 -0.08 -0.82

Summary:
Lowest unoccupied orbital energy = 0.2 eV
DFT total energy = -208.8402 Eh
2S+1 = 1
SMILES string = C=C=CC#N
Relative energy (zero: lowest compared OMol25 entry of this formula, charge and spin) = 161.82 kJ/mol



Entry 2:
C19H28N3O4 | the ωB97M-V functional and the def2-TZVPD basis

Last column: Mulliken charge in e.
Cartesian coordinates (Å):
C1 0.316 4.031 -0.936  -1.156
N1 1.237 2.871 -0.706  0.122
C2 0.725 1.743 -0.766  0.635
O1 -0.604 1.439 -1.000  -1.059
C3 1.509 0.399 -0.590  0.130
C4 2.628 0.707 0.257  0.320
C5 3.205 -0.596 0.556  -0.130
C6 4.481 -0.860 0.839  -1.046
C7 4.764 -2.192 0.834  -0.272
C8 3.999 -3.196 0.323  -1.045
C9 2.703 -2.574 -0.214  -0.200
C10 2.316 -1.328 -0.294  1.232
N2 1.328 -0.960 -0.777  0.317
C11 0.266 -1.307 -1.374  -1.372
H1 -0.348 -0.636 -2.041  0.375
H2 0.609 -2.071 -2.060  0.635
C12 -0.636 -2.434 -0.469  0.061
C13 -1.369 -1.566 0.719  -1.676
N3 -2.002 -0.191 0.222  -0.044
H3 -1.479 0.426 -0.127  0.290
C14 -3.276 -0.564 -0.745  -1.421
H4 -3.701 0.493 -0.884  0.504
H5 -2.832 -1.022 -1.430  1.210
C15 -4.482 -1.275 0.116  -0.644
H6 -5.167 -1.260 -1.099  0.255
O2 -3.984 -2.548 0.465  -0.566
H7 -3.743 -3.330 -0.237  0.398
H8 -4.849 -0.607 0.725  0.616
C16 -2.600 0.352 1.650  -0.917
H9 -3.202 -0.281 2.138  0.809
C17 -3.091 1.904 1.272  -0.694
O3 -2.158 2.710 0.863  -0.460
H10 -1.689 2.542 0.156  0.359
H11 -3.545 1.999 2.252  0.453
H12 -3.946 1.712 0.587  0.340
H13 -1.590 0.704 2.202  0.367
H14 -1.977 -2.197 0.982  1.283
H15 -0.536 -1.191 1.588  0.346
O4 -1.682 -2.860 -1.285  -0.421
H16 -1.381 -3.452 -1.766  0.285
H17 0.035 -3.110 0.128  0.533
H18 1.985 -3.435 -0.461  0.108
H19 4.152 -4.231 0.342  0.481
H20 5.694 -2.703 1.387  0.179
H21 5.061 -0.098 1.338  0.380
C18 3.244 2.113 0.565  -0.881
H22 4.255 2.172 0.639  0.559
C19 2.632 2.978 -0.429  -1.170
H23 2.635 4.252 -0.244  0.408
H24 2.909 3.068 -1.366  0.705
H25 2.737 2.470 1.527  0.258
H26 -0.045 4.572 -0.160  0.373
H27 1.030 4.792 -1.723  0.353
H28 -0.539 3.627 -1.491  0.493

Atoms 1-2, force components in eV/Å:
3.65 -0.01 -5.81
-1.82 2.79 1.76

Summary:
Lowest unoccupied orbital energy = -2.4 eV
DFT total energy = -1205.1393 Eh
Net charge = +1
2S+1 = 1
Relative energy (zero: lowest compared OMol25 entry of this formula, charge and spin) = 1862.75 kJ/mol